Entry from the Open Molecules 2025 dataset: a cluster of 3 separate species, CH5BS in total (ωB97M-V with the def2-TZVPD basis set).

Positions of all 8 atoms, in Å:
B  2.446  -0.691  0.444
C  -1.539  0.429  -0.449
S  3.132  -1.333  1.744
H  2.792  -0.206  -0.586
H  -2.064  -0.211  0.277
H  -1.123  -0.428  -0.904
H  -2.425  1.588  -0.907
H  -1.219  0.852  0.381

Computed properties:
E_LUMO   -0.3213 eV
Orbital gap   10.24 eV

***

Entry from the Open Molecules 2025 dataset: a structure of composition C19H15F3N3OPdS (ωB97M-V with the def2-TZVPD basis set).

Positions of all 43 atoms, in Å:
Pd  0.391  0.030  -1.615
F  -0.969  -5.381  -4.119
C  -0.158  -4.929  -3.153
F  0.123  -5.997  -2.389
F  0.968  -4.526  -3.711
C  -0.804  -3.851  -2.319
C  -1.945  -4.221  -1.611
C  -2.576  -3.328  -0.766
C  -2.032  -2.052  -0.667
N  -0.964  -1.698  -1.384
C  -0.350  -2.543  -2.246
S  0.955  -1.727  -3.079
H  -2.337  -5.226  -1.686
H  -3.455  -3.596  -0.201
H  -2.443  -1.285  -0.027
O  2.190  1.524  -1.877
C  3.284  1.388  -0.963
C  2.996  0.335  0.070
C  3.948  0.064  1.048
C  3.703  -0.955  1.943
C  2.515  -1.666  1.856
C  1.611  -1.340  0.868
N  1.848  -0.357  -0.016
H  2.514  1.729  -2.749
H  3.500  2.355  -0.511
H  4.171  1.052  -1.519
H  4.867  0.638  1.115
H  4.438  -1.221  2.683
H  2.285  -2.465  2.560
H  0.670  -1.848  0.730
N  -0.642  1.639  -0.491
C  -1.184  2.367  0.219
C  -1.842  3.263  1.101
C  -2.529  2.762  2.205
C  -3.078  3.643  3.131
C  -2.932  5.015  2.948
C  -2.224  5.515  1.841
C  -1.685  4.634  0.916
H  -2.663  1.694  2.356
H  -3.602  3.276  4.010
H  -3.345  5.693  3.674
H  -2.106  6.579  1.739
H  -1.112  5.020  0.085

Computed properties:
Net charge   +1
2S+1   3
E_LUMO (spin up / spin down)   -2.6157 / -4.1892 eV
<S²>   2.007
Orbital gap (spin up / spin down)   8.33 / 6.76 eV

***

Entry from the Open Molecules 2025 dataset: a structure of composition C36H38N4O2RuS2Si (ωB97M-V with the def2-TZVPD basis set).

Positions of all 84 atoms, in Å:
Ru  0.217  -0.413  -0.287
O  4.762  -0.724  -0.843
C  5.140  -0.628  0.428
C  6.507  -0.489  0.700
C  6.950  -0.366  1.994
C  6.047  -0.410  3.062
C  4.699  -0.543  2.819
C  4.218  -0.637  1.509
C  2.787  -0.673  1.249
O  2.336  -0.670  0.053
N  1.980  -0.638  2.306
N  0.681  -0.546  2.064
C  -0.105  -0.566  3.103
S  0.525  -0.726  4.720
C  -1.075  -0.330  5.522
C  -2.185  -0.869  4.655
S  -1.819  -0.389  2.926
H  3.784  -0.811  -0.900
H  7.184  -0.485  -0.139
H  8.003  -0.239  2.186
H  6.412  -0.342  4.075
H  3.983  -0.569  3.628
H  -1.129  0.754  5.616
H  -1.081  -0.781  6.513
H  -3.154  -0.447  4.920
H  -2.238  -1.959  4.691
C  -1.849  -0.542  -0.595
Si  -2.236  1.235  -1.170
C  -0.920  2.350  -0.270
N  0.399  1.713  -0.284
C  1.055  1.803  -1.611
C  2.326  2.656  -1.606
C  2.064  3.979  -0.886
C  1.609  3.728  0.561
C  1.265  2.252  0.774
C  -2.145  1.375  -3.053
C  -1.901  0.260  -3.859
C  -1.989  0.344  -5.235
C  -2.307  1.551  -5.838
C  -2.513  2.677  -5.057
C  -2.438  2.590  -3.680
C  -3.919  1.712  -0.429
C  -4.062  1.992  0.927
C  -5.290  2.363  1.444
C  -6.398  2.424  0.615
C  -6.270  2.130  -0.732
C  -5.039  1.763  -1.251
H  -2.158  -1.265  -1.353
H  -2.361  -0.810  0.335
H  -1.228  2.455  0.771
H  -0.866  3.356  -0.693
H  0.341  2.226  -2.323
H  1.305  0.770  -1.972
H  2.624  2.844  -2.638
H  3.151  2.126  -1.128
H  1.305  4.539  -1.436
H  2.974  4.577  -0.900
H  0.749  4.347  0.810
H  2.398  3.987  1.265
H  0.763  2.124  1.738
H  2.195  1.676  0.796
H  -1.638  -0.685  -3.402
H  -1.819  -0.534  -5.839
H  -2.396  1.612  -6.910
H  -2.744  3.622  -5.522
H  -2.619  3.469  -3.077
H  -3.212  1.923  1.590
H  -5.383  2.594  2.495
H  -7.363  2.687  1.024
H  -7.130  2.177  -1.382
H  -4.946  1.533  -2.299
N  0.183  -2.348  -0.565
C  0.313  -3.497  -0.533
C  0.382  -4.886  -0.484
C  -0.800  -5.602  -0.231
C  -0.747  -6.975  -0.134
C  0.464  -7.640  -0.280
C  1.626  -6.933  -0.568
C  1.597  -5.559  -0.671
H  -1.731  -5.070  -0.115
H  -1.650  -7.529  0.060
H  0.503  -8.712  -0.164
H  2.556  -7.458  -0.708
H  2.494  -5.000  -0.890

Computed properties:
Net charge   +2
2S+1   5
E_LUMO (spin up / spin down)   -5.4959 / -8.4018 eV
<S²>   6.036
Orbital gap (spin up / spin down)   7.97 / 5.08 eV

***

Entry from the Open Molecules 2025 dataset: an isolated molecule of C8H14N4O (ωB97M-V with the def2-TZVPD basis set).

Positions of all 27 atoms, in Å:
C  2.939  -1.023  0.201
C  2.938  0.338  0.118
C  -2.590  -0.522  0.676
C  -1.608  0.371  1.310
C  -1.993  -1.216  -0.505
C  -1.158  1.466  0.375
C  -1.444  -0.097  -1.509
C  -0.468  0.837  -0.842
N  0.768  0.101  -0.325
N  1.361  -2.656  -0.500
N  1.878  -1.641  -0.305
N  3.926  1.171  0.470
O  1.806  0.972  -0.114
H  3.796  -1.678  0.394
H  -2.976  -1.200  1.540
H  -3.562  -0.097  0.370
H  -1.944  0.597  2.276
H  -0.556  -0.204  1.313
H  -1.180  -1.911  -0.051
H  -2.657  -1.995  -0.989
H  -2.095  1.923  -0.056
H  -0.568  2.240  0.721
H  -0.931  -0.709  -2.179
H  -2.336  0.335  -1.977
H  -0.076  1.669  -1.457
H  3.922  2.139  0.182
H  4.809  0.791  0.866

Computed properties:
E_LUMO (spin up / spin down)   0.4237 / 0.4245 eV
Orbital gap (spin up / spin down)   7.29 / 7.29 eV

***

Entry from the Open Molecules 2025 dataset: an isolated molecule of C4H9NO3 (ωB97M-V with the def2-TZVPD basis set).

Positions of all 17 atoms, in Å:
C  1.971  -0.352  0.702
C  0.599  0.303  0.791
C  -0.670  -0.762  0.296
O  -0.246  -1.619  -0.691
C  -1.830  0.136  -0.104
O  -2.857  0.258  0.531
N  -1.574  0.886  -1.209
O  -0.344  0.809  -1.853
H  1.928  -1.388  1.047
H  2.312  -0.393  -0.332
H  2.685  0.151  1.353
H  0.607  1.372  0.566
H  0.313  0.370  1.841
H  -0.945  -1.366  1.161
H  -0.071  -1.086  -1.490
H  -2.240  1.583  -1.517
H  0.363  1.100  -1.089

Computed properties:
E_LUMO   0.6025 eV
SMILES string   CC[C@H](O)C(=O)NO
Orbital gap   10.22 eV

***

Entry from the Open Molecules 2025 dataset: the ion C5H11N3 with charge +2 (ωB97M-V with the def2-TZVPD basis set).

Positions of all 19 atoms, in Å:
N  -2.278  0.496  -2.210
C  -1.231  -0.119  -1.230
C  -0.240  0.745  -0.387
C  0.729  0.016  0.491
C  1.564  0.823  1.280
N  2.129  -0.049  2.244
C  1.744  -1.321  2.005
N  1.003  -1.297  0.866
H  -2.800  -0.271  -2.658
H  -1.836  1.140  -2.981
H  -2.935  1.097  -1.728
H  -0.545  -0.757  -1.899
H  -1.678  -0.810  -0.485
H  -0.897  1.158  0.444
H  0.275  1.561  -1.055
H  1.803  1.848  1.249
H  2.595  0.190  3.096
H  2.129  -2.314  2.457
H  0.471  -2.136  0.501

Computed properties:
Net charge   +2
E_LUMO   -6.7713 eV
SMILES string   [NH3+]CCc1c[nH]c[nH+]1
Orbital gap   10.51 eV

***

Entry from the Open Molecules 2025 dataset: a structure of composition C27H32IN7O2Pd (ωB97M-V with the def2-TZVPD basis set).

Positions of all 70 atoms, in Å:
Pd  -17.292  8.265  8.063
C  -20.257  6.981  5.325
C  -19.812  5.688  4.865
C  -18.723  5.126  5.535
C  -18.049  5.854  6.563
N  -18.490  7.096  6.890
C  -19.694  7.564  6.401
C  -17.000  5.380  7.469
C  -16.249  4.218  7.471
C  -15.320  4.052  8.485
C  -15.179  4.972  9.560
C  -15.910  6.142  9.425
N  -16.652  6.392  8.342
H  -21.072  7.534  4.821
H  -20.287  5.184  4.058
H  -18.436  4.085  5.356
H  -20.047  8.468  6.827
H  -16.327  3.406  6.754
H  -14.694  3.190  8.369
H  -14.530  4.790  10.411
H  -15.808  6.963  10.136
C  -16.709  11.535  1.992
C  -15.361  11.381  2.725
N  -15.531  11.011  4.141
C  -14.650  9.978  4.712
C  -15.164  8.548  4.698
C  -16.014  12.066  4.985
O  -16.022  13.249  4.632
C  -16.704  11.697  6.252
C  -17.011  12.738  7.196
C  -17.789  12.392  8.294
C  -17.981  11.041  8.578
N  -17.723  10.152  7.631
C  -17.138  10.424  6.470
H  -17.052  12.577  1.949
H  -17.466  10.928  2.387
H  -16.504  11.325  0.983
H  -14.765  12.280  2.611
H  -14.764  10.553  2.274
H  -14.506  10.259  5.721
H  -13.617  9.995  4.230
H  -15.725  8.267  3.780
H  -15.904  8.313  5.537
H  -14.355  7.832  4.808
H  -16.659  13.770  7.085
H  -18.073  13.157  9.029
H  -18.473  10.621  9.471
H  -17.194  9.620  5.654
I  -13.058  4.594  4.775
C  -11.051  3.940  4.990
C  -10.235  3.577  3.909
C  -8.982  3.107  4.139
C  -8.495  3.093  5.464
C  -9.332  3.608  6.482
N  -10.645  3.951  6.224
H  -10.674  3.471  2.911
H  -8.380  2.743  3.316
H  -7.528  2.657  5.694
H  -9.030  3.745  7.488
C  -12.261  9.826  10.202
N  -12.848  9.034  11.275
C  -14.226  8.910  11.400
N  -14.781  8.667  12.672
O  -14.991  9.134  10.426
H  -11.856  9.266  9.385
H  -11.455  10.400  10.598
H  -13.013  10.465  9.853
H  -12.261  8.733  12.003
H  -14.142  8.355  13.363
H  -15.684  8.148  12.538

Computed properties:
Net charge   +4
2S+1   5
E_LUMO (spin up / spin down)   -11.4949 / -15.0079 eV
<S²>   6.037
Orbital gap (spin up / spin down)   6.48 / 2.97 eV

***

Entry from the Open Molecules 2025 dataset: an isolated molecule of C2H6S2 (ωB97M-V with the def2-TZVPD basis set).

Positions of all 10 atoms, in Å:
C  -0.856  1.258  1.227
S  0.556  0.148  0.949
S  -0.066  -1.031  -0.606
C  -0.059  0.003  -2.086
H  -1.592  1.050  0.449
H  -1.411  0.999  2.110
H  -0.467  2.268  1.211
H  0.852  -0.063  -2.659
H  -0.944  -0.260  -2.641
H  -0.221  1.037  -1.780

Computed properties:
E_LUMO   0.8553 eV
SMILES string   CSSC
Orbital gap   9.49 eV

***

Going through the records in order, we get max |F| values of 6.02, 1.14, 2.59, 5.88, 3.60, 3.76, 4.60, 1.00 eV/Å.
Going through the records in order, we get energy values of -12625.8308, -48926.0154, -80119.0271, -16524.6938, -11924.0483, -9816.4371, -54579.1963, -23841.6384 eV.
Going through the records in order, we get ΔE to the lowest compared entry with this formula, charge and spin values of 3.915, 0.000, 0.591, 4.366, 3.493, 1.506, 1.000, 0.175 eV.